# 1
ORCA calculation (ωB97M-V with the def2-TZVPD basis set) on a structure of composition C23H41Cl2N3S at a distorted geometry.

## Properties
Total energy in eV: -64866.7610
Orbital gap in Ha: 0.2889
Multiplicity: 1
HOMO level in eV: -8.96

Cartesian coordinates (Å):
C  5.36231  -3.77726  -0.52800
C  4.57192  -4.30816  -1.77699
C  3.81838  -3.18631  -2.53246
Cl  3.68148  -3.55306  -4.31899
C  2.48363  -2.75884  -1.90831
C  2.37309  -1.42678  -1.26958
Cl  3.75486  -0.32291  -1.16256
C  1.21684  -0.94758  -0.70537
C  -0.00906  -1.70374  -0.71021
N  -1.21234  -1.35343  -0.23247
S  -2.16398  -2.67570  -0.57752
N  -1.11016  -3.67325  -1.27895
C  0.08343  -3.04370  -1.32185
C  1.32484  -3.54337  -1.90420
C  1.28551  -4.96195  -2.49626
C  1.49928  -6.01245  -1.33183
N  0.31836  -6.17845  -0.45387
H  5.73955  -2.76495  -0.79205
H  6.26391  -4.39661  -0.36219
H  4.73188  -3.68791  0.37329
H  3.95769  -5.19296  -1.54105
H  5.35804  -4.67447  -2.47434
H  4.47148  -2.29331  -2.49145
H  1.20820  0.04760  -0.23147
H  0.25059  -5.10534  -2.88215
H  1.95625  -5.11293  -3.35579
H  2.28232  -5.60080  -0.66178
H  1.82980  -6.98600  -1.74228
H  0.38103  -5.41113  0.21040
H  -0.53985  -6.11130  -0.99061
C  1.90658  6.11958  1.61919
C  1.41135  6.01521  0.18080
C  0.39209  4.89611  -0.02980
C  0.91074  3.48310  0.24293
C  2.13283  3.06706  -0.57594
C  1.87243  3.03798  -2.07788
H  2.43385  5.21620  1.93143
H  2.60031  6.95628  1.72137
H  1.07441  6.28731  2.30681
H  2.26370  5.88729  -0.49266
H  0.94351  6.96451  -0.09572
H  0.01450  4.95348  -1.05528
H  -0.47268  5.07800  0.61705
H  0.09677  2.77456  0.05151
H  1.14946  3.38261  1.30647
H  2.43728  2.06693  -0.25724
H  2.97868  3.72716  -0.36293
H  1.05575  2.35242  -2.31847
H  2.76306  2.69705  -2.60987
H  1.61704  4.02675  -2.46282
C  -6.03884  1.21601  4.25994
C  -5.57254  2.09467  3.10427
C  -5.76317  1.44572  1.73387
C  -4.97063  0.15686  1.50757
C  -3.45728  0.28338  1.68095
C  -2.81540  1.23674  0.68379
H  -5.46391  0.29012  4.32088
H  -5.91618  1.74147  5.20897
H  -7.09514  0.95870  4.15255
H  -4.52503  2.37182  3.25314
H  -6.14160  3.02866  3.12592
H  -5.50098  2.17448  0.96083
H  -6.82676  1.22775  1.58994
H  -5.18320  -0.20530  0.49549
H  -5.33870  -0.61983  2.18543
H  -3.00032  -0.69698  1.54657
H  -3.21768  0.59104  2.70305
H  -3.01095  0.91870  -0.34231
H  -1.73402  1.25458  0.82962
H  -3.17869  2.25888  0.81144

# 2
ORCA calculation (ωB97M-V with the def2-TZVPD basis set) on an isolated molecule of C5H10O2.

## Properties
Total energy in eV: -9440.3814
Orbital gap in Ha: 0.3661
Multiplicity: 1
HOMO level in eV: -9.04
Relative energy (zero: lowest compared OMol25 entry of this formula, charge and spin) in kcal per mole: 61.38

Cartesian coordinates (Å):
C  2.33405  -0.39471  0.77443
O  0.94185  -0.26784  0.57509
C  0.58010  -0.19922  -0.80037
C  -0.91544  0.07663  -0.93830
C  -1.94501  -0.59484  -0.04870
C  -1.68540  0.88758  0.05624
O  -1.08393  1.49434  1.14546
H  2.72080  -1.32029  0.32349
H  2.50886  -0.42553  1.85262
H  2.88417  0.45719  0.34680
H  1.14618  0.61656  -1.27613
H  0.88667  -1.14203  -1.28769
H  -1.27054  0.38910  -1.90049
H  -2.85992  -0.97278  -0.50141
H  -1.57716  -1.18586  0.78776
H  -2.42395  1.54119  -0.38859
H  -0.23181  1.04755  1.26729

# 3
ORCA calculation (ωB97M-V with the def2-TZVPD basis set) on an isolated molecule of C25H34N2O.

## Properties
Total energy in eV: -31504.5365
Orbital gap in Ha: 0.3283
Multiplicity: 1
HOMO level in eV: -8.19
Relative energy (zero: lowest compared OMol25 entry of this formula, charge and spin) in kcal per mole: 0.00

Cartesian coordinates (Å):
O  -2.73857  -4.60971  -0.83775
H  -2.08661  -4.62285  -1.54756
C  -2.40065  -3.57550  0.05781
C  -2.30174  -2.21567  -0.63097
H  -3.25831  -2.01408  -1.11612
H  -1.52552  -2.25144  -1.39898
C  -1.96349  -1.08365  0.36038
N  -2.39919  0.24913  -0.04201
C  -1.73540  0.65957  -1.26778
C  -0.22062  0.64440  -1.06919
N  0.19680  -0.67905  -0.66188
C  -0.44737  -1.02041  0.58653
H  -0.08037  -1.99107  0.92564
H  -0.25350  -0.27228  1.37335
C  1.61209  -0.94994  -0.73734
H  1.73845  -2.02950  -0.59708
C  2.52284  -0.23177  0.28745
C  3.90446  -0.84219  0.37027
C  4.52327  -1.46639  -0.70491
C  5.80762  -1.96982  -0.58489
C  6.49667  -1.85370  0.60869
C  5.89112  -1.23022  1.68629
C  4.60824  -0.73043  1.56489
H  4.14289  -0.24204  2.40968
H  6.41959  -1.13347  2.62353
H  7.49869  -2.24616  0.69920
H  6.27179  -2.45484  -1.43154
H  4.00730  -1.57293  -1.64670
C  2.68424  1.24156  -0.00370
C  2.28733  2.19276  0.92830
C  2.44371  3.54318  0.67347
C  3.00667  3.96351  -0.51902
C  3.41916  3.02395  -1.44817
C  3.26346  1.67429  -1.19038
H  3.60534  0.95089  -1.91588
H  3.86869  3.34414  -2.37705
H  3.12862  5.01746  -0.72065
H  2.12606  4.26872  1.40833
H  1.84466  1.87416  1.86256
H  2.05647  -0.33785  1.27285
H  1.92393  -0.69634  -1.75328
H  0.27389  0.90356  -2.00822
H  0.03883  1.40690  -0.31781
H  -2.03523  1.67998  -1.50588
H  -2.00290  0.01391  -2.11991
C  -3.84153  0.44081  -0.06342
C  -4.47596  0.15341  1.31007
C  -5.66903  1.11459  1.45520
H  -5.52949  1.75988  2.32228
C  -5.68652  1.94956  0.17152
H  -6.34548  1.49010  -0.56729
H  -6.02897  2.96901  0.34319
C  -4.24780  1.89529  -0.32931
H  -3.61082  2.55524  0.26035
H  -4.17740  2.17429  -1.37930
H  -6.60641  0.57661  1.59145
H  -4.78669  -0.88663  1.39627
H  -3.73497  0.35671  2.08263
H  -4.32817  -0.19047  -0.83002
H  -2.43910  -1.30768  1.31945
H  -3.19948  -3.56809  0.80378
H  -1.45558  -3.81137  0.56860

# 4
ORCA calculation (ωB97M-V with the def2-TZVPD basis set) on a structure of composition C12H10ClF5Y at a distorted geometry.

## Properties
Total energy in eV: -39760.9652
Orbital gap in Ha: 0.2133
Multiplicity: 1
Charge: -1
HOMO level in eV: -3.19
Relative energy (zero: lowest compared OMol25 entry of this formula, charge and spin) in kcal per mole: 0.00

Cartesian coordinates (Å):
C  2.01045  -0.66133  2.11543
C  2.19629  0.68654  1.59430
C  2.40004  0.60497  0.18043
H  2.22842  1.61382  2.17152
C  2.24938  -0.75000  -0.22813
C  2.01828  -1.56254  0.95821
H  1.73774  -2.62092  0.95165
H  1.60110  -0.89282  3.11177
H  2.70592  1.43120  -0.45634
H  2.35562  -1.10052  -1.25417
Y  -0.05854  -0.47532  1.10314
Cl  -1.36542  0.79595  2.81939
C  -1.94742  1.81302  -1.21351
C  -1.04067  1.32433  -2.22965
C  0.20528  1.96214  -2.03473
H  -1.25901  0.50554  -2.91457
C  0.09044  2.86305  -0.95309
C  -1.23852  2.78929  -0.44062
H  -1.61840  3.26415  0.46475
H  -2.96878  1.46094  -1.02342
H  1.11626  1.68528  -2.54820
H  0.89221  3.41212  -0.47382
F  -0.34933  -2.73230  -1.18284
C  -1.30346  -1.96382  -0.53563
F  -2.25805  -1.66385  -1.46500
C  -1.95107  -2.76384  0.57836
F  -2.35999  -3.97607  0.18152
F  -1.05301  -2.96034  1.64287
F  -3.03578  -2.08864  1.08040

Copy entry 3 word for word.
ORCA calculation (ωB97M-V with the def2-TZVPD basis set) on an isolated molecule of C25H34N2O.

## Properties
Total energy in eV: -31504.5365
Orbital gap in Ha: 0.3283
Multiplicity: 1
HOMO level in eV: -8.19
Relative energy (zero: lowest compared OMol25 entry of this formula, charge and spin) in kcal per mole: 0.00

Cartesian coordinates (Å):
O  -2.73857  -4.60971  -0.83775
H  -2.08661  -4.62285  -1.54756
C  -2.40065  -3.57550  0.05781
C  -2.30174  -2.21567  -0.63097
H  -3.25831  -2.01408  -1.11612
H  -1.52552  -2.25144  -1.39898
C  -1.96349  -1.08365  0.36038
N  -2.39919  0.24913  -0.04201
C  -1.73540  0.65957  -1.26778
C  -0.22062  0.64440  -1.06919
N  0.19680  -0.67905  -0.66188
C  -0.44737  -1.02041  0.58653
H  -0.08037  -1.99107  0.92564
H  -0.25350  -0.27228  1.37335
C  1.61209  -0.94994  -0.73734
H  1.73845  -2.02950  -0.59708
C  2.52284  -0.23177  0.28745
C  3.90446  -0.84219  0.37027
C  4.52327  -1.46639  -0.70491
C  5.80762  -1.96982  -0.58489
C  6.49667  -1.85370  0.60869
C  5.89112  -1.23022  1.68629
C  4.60824  -0.73043  1.56489
H  4.14289  -0.24204  2.40968
H  6.41959  -1.13347  2.62353
H  7.49869  -2.24616  0.69920
H  6.27179  -2.45484  -1.43154
H  4.00730  -1.57293  -1.64670
C  2.68424  1.24156  -0.00370
C  2.28733  2.19276  0.92830
C  2.44371  3.54318  0.67347
C  3.00667  3.96351  -0.51902
C  3.41916  3.02395  -1.44817
C  3.26346  1.67429  -1.19038
H  3.60534  0.95089  -1.91588
H  3.86869  3.34414  -2.37705
H  3.12862  5.01746  -0.72065
H  2.12606  4.26872  1.40833
H  1.84466  1.87416  1.86256
H  2.05647  -0.33785  1.27285
H  1.92393  -0.69634  -1.75328
H  0.27389  0.90356  -2.00822
H  0.03883  1.40690  -0.31781
H  -2.03523  1.67998  -1.50588
H  -2.00290  0.01391  -2.11991
C  -3.84153  0.44081  -0.06342
C  -4.47596  0.15341  1.31007
C  -5.66903  1.11459  1.45520
H  -5.52949  1.75988  2.32228
C  -5.68652  1.94956  0.17152
H  -6.34548  1.49010  -0.56729
H  -6.02897  2.96901  0.34319
C  -4.24780  1.89529  -0.32931
H  -3.61082  2.55524  0.26035
H  -4.17740  2.17429  -1.37930
H  -6.60641  0.57661  1.59145
H  -4.78669  -0.88663  1.39627
H  -3.73497  0.35671  2.08263
H  -4.32817  -0.19047  -0.83002
H  -2.43910  -1.30768  1.31945
H  -3.19948  -3.56809  0.80378
H  -1.45558  -3.81137  0.56860

What is the total energy in the third record? -31504.5365 eV